# C61H140As6F36N7O2

A structure of composition C61H140As6F36N7O2 (ωB97M-V/def2-TZVPD, the Open Molecules 2025 dataset).

## Properties
frontier orbital gap (alpha / beta) = 2.28 / 8.90 eV
E = -542919.8447 eV
⟨S²⟩ = 0.75
2S+1 = 2

Each line ends with the Mulliken charge.
Positions of all 252 atoms, in Å:
C1 -3.0603 -2.3999 1.6768  -0.912
C2 -3.7695 -3.3760 2.6829  -0.713
N1 -5.2374 -3.7739 2.3448  0.363
C3 -6.2433 -2.5296 2.5286  -0.839
C4 -5.1849 -4.1121 0.7759  0.194
C5 -6.5035 -4.5374 0.1239  -1.254
C6 -5.7443 -4.8847 3.2802  -0.741
C7 -5.0548 -6.3063 3.1068  -0.698
O1 -3.8067 -6.2564 3.7459  -0.269
C8 -3.0899 -7.4500 3.8727  -0.984
H1 -2.0793 -2.0608 2.0097  0.233
H2 -3.6729 -1.5013 1.6039  0.228
H3 -3.0018 -2.8667 0.6936  0.337
H4 -3.7679 -2.9323 3.6785  0.522
H5 -3.2997 -4.3486 2.8297  0.391
H6 -7.2678 -2.8968 2.4665  0.382
H7 -5.9876 -1.7334 1.8295  0.196
H8 -6.0586 -2.1740 3.5422  0.399
H9 -4.3266 -4.7827 0.8184  0.353
H10 -4.8518 -3.2129 0.2576  -0.063
H11 -6.9774 -3.6308 -0.2524  0.145
H12 -7.1220 -5.0281 0.8754  0.193
H13 -6.3957 -4.9866 -0.8634  0.488
H14 -6.7774 -5.0732 2.9883  0.529
H15 -5.7029 -4.5497 4.3166  0.396
H16 -4.9543 -6.6078 2.0642  0.329
H17 -5.7287 -7.0522 3.5283  0.599
H18 -3.5498 -8.1881 4.5298  0.348
H19 -2.0654 -7.2859 4.2069  0.309
H20 -2.8053 -7.9787 2.9629  0.366
C9 -0.8969 -3.9773 -5.1735  -0.863
C10 0.1739 -5.0804 -5.1685  -0.531
N2 -0.2859 -6.5592 -5.2855  1.123
C11 -1.2728 -6.8872 -4.1597  -1.496
C12 -0.9497 -6.7754 -6.7036  -0.975
C13 -1.5762 -8.1611 -6.9506  -1.145
C14 1.0223 -7.4448 -5.1560  -0.681
C15 1.8059 -7.5507 -3.8510  -0.511
O2 2.6499 -6.4356 -3.6421  -0.329
C16 3.2399 -6.3821 -2.4101  -0.708
H21 -1.2042 -3.6922 -6.1796  0.248
H22 -0.4461 -3.0321 -4.8713  0.176
H23 -1.8045 -4.1083 -4.5843  0.306
H24 0.7932 -4.9317 -4.2839  0.361
H25 0.8777 -4.8450 -5.9668  0.418
H26 -0.8986 -6.7735 -3.1423  0.244
H27 -1.6337 -7.8976 -4.3522  0.340
H28 -2.1169 -6.2157 -4.3168  0.625
H29 -0.3015 -6.4869 -7.5311  0.398
H30 -1.7312 -6.0163 -6.6694  0.465
H31 -2.4218 -8.1397 -6.2631  0.322
H32 -0.9195 -9.0180 -6.8005  0.278
H33 -1.8972 -8.0806 -7.9891  0.453
H34 1.7837 -7.1714 -5.8864  0.308
H35 0.7844 -8.4851 -5.3782  0.392
H36 2.4161 -8.4495 -3.9408  0.489
H37 1.1421 -7.6459 -2.9918  0.206
H38 3.4376 -7.3193 -1.8898  0.382
H39 2.4820 -6.1087 -1.6760  0.144
H40 4.0069 -5.6081 -2.4402  0.351
C17 2.8446 5.2243 9.4053  -1.544
C18 3.2580 4.4470 8.2731  0.007
C19 3.3386 2.8860 8.4703  -1.010
C20 3.5433 1.9259 7.3150  -0.509
N3 3.3964 0.3475 7.5863  0.701
C21 2.0367 -0.1368 8.1568  -0.355
C22 2.5453 -1.3012 9.1027  -0.723
C23 3.6807 -0.6303 9.8228  -0.700
C24 4.4026 -0.0076 8.7068  -0.498
C25 3.7338 -0.3307 6.2343  -1.367
H41 2.4400 6.1808 9.0744  0.369
H42 3.7046 5.3921 10.0536  0.361
H43 2.0609 4.7560 10.0007  0.357
H44 4.2470 4.6996 7.8907  0.116
H45 2.5682 4.6609 7.4567  0.306
H46 2.5819 2.5976 9.1999  0.264
H47 4.2510 2.8541 9.0658  0.232
H48 4.5479 1.9982 6.8983  0.599
H49 2.7110 2.0284 6.6187  0.299
H50 1.5247 -0.6140 7.3212  0.226
H51 1.6042 0.6682 8.7510  0.366
H52 2.9893 -2.1085 8.5202  0.230
H53 1.8345 -1.9256 9.6441  0.490
H54 4.2954 -1.3469 10.3676  0.403
H55 3.4748 0.1631 10.5413  0.310
H56 5.1074 -0.6994 8.2456  0.362
H57 5.0142 0.7992 9.1106  0.297
H58 4.8077 -0.2211 6.0826  0.381
H59 3.2073 0.1559 5.4133  0.298
H60 3.5356 -1.3967 6.3462  0.522
C26 0.0469 0.0832 -3.4424  -0.945
C27 1.4534 0.0183 -2.8488  -0.112
C28 1.3140 -0.2045 -1.3360  -0.066
C29 2.5043 -0.0814 -0.4591  -0.106
N4 2.4577 -1.0487 0.7610  1.769
C30 3.3852 -0.5340 1.8960  -0.345
C31 4.3520 -1.7014 2.2714  -0.610
C32 3.7932 -3.0290 1.5447  -0.782
C33 2.9546 -2.4643 0.3955  -0.673
C34 1.0388 -1.2299 1.3691  -1.808
H61 -0.5901 0.9175 -3.1488  0.030
H62 -0.5275 -0.8289 -3.2804  0.058
H63 0.0689 0.0516 -4.5317  0.764
H64 1.9376 0.9890 -2.9549  -0.281
H65 2.0244 -0.8154 -3.2576  0.432
H66 1.0671 -1.2647 -1.2807  0.131
H67 0.4323 0.2666 -0.9017  -0.046
H68 2.4104 0.8893 0.0277  -0.535
H69 3.4638 -0.2196 -0.9574  0.365
H70 2.6994 -0.3243 2.7169  0.222
H71 4.0172 0.2668 1.5121  0.007
H72 4.3809 -1.6643 3.3604  0.098
H73 5.3941 -1.5308 2.0014  0.535
H74 3.0751 -3.6358 2.0962  0.234
H75 4.6494 -3.6701 1.3348  0.464
H76 2.4056 -3.2892 -0.0588  0.230
H77 3.7244 -2.3970 -0.3732  0.365
H78 0.3501 -1.8187 0.7633  0.214
H79 0.6515 -0.2391 1.6069  0.299
H80 1.2946 -1.7155 2.3109  0.777
C35 -7.2316 -1.1217 -1.0175  -0.614
C36 -8.0352 -1.0271 -2.3032  -1.097
C37 -7.2971 -0.4200 -3.5277  -0.496
C38 -6.0117 -1.1215 -3.9608  -1.518
N5 -5.0364 -0.3255 -5.0196  3.060
C39 -3.6494 -1.0503 -4.9801  -0.137
C40 -3.2500 -1.1776 -6.4859  -0.555
C41 -4.4134 -0.7296 -7.3386  -0.946
C42 -5.6378 -0.4817 -6.5059  -1.281
C43 -4.8428 1.2023 -4.7566  -1.395
H81 -6.3141 -1.7095 -1.0454  -0.117
H82 -7.8289 -1.6368 -0.2652  0.493
H83 -6.8920 -0.1514 -0.6550  0.460
H84 -8.9035 -0.3721 -2.2328  0.403
H85 -8.5905 -1.9442 -2.5001  0.423
H86 -6.9524 0.5952 -3.3308  0.221
H87 -7.9526 -0.3269 -4.3936  0.325
H88 -6.1154 -2.1860 -4.1708  0.819
H89 -5.4501 -1.3809 -3.0633  -0.241
H90 -2.8717 -0.7348 -4.2846  -0.293
H91 -3.8769 -2.0827 -4.7145  0.028
H92 -2.2747 -0.7542 -6.7258  0.589
H93 -2.9914 -2.2026 -6.7514  -0.643
H94 -4.1333 0.1424 -7.9296  0.023
H95 -4.5665 -1.5235 -8.0696  1.229
H96 -6.2597 0.3661 -6.7933  0.398
H97 -6.2282 -1.3979 -6.4917  0.278
H98 -4.7100 1.4635 -3.7067  0.198
H99 -5.7747 1.6395 -5.1151  0.447
H100 -3.9765 1.5495 -5.3196  0.133
C44 3.8549 7.8150 5.5794  -1.073
C45 3.2538 8.3007 4.2618  -0.762
C46 2.2559 7.2775 3.4434  -0.889
C47 2.8503 5.9599 2.9888  -0.307
N6 1.8844 5.0558 2.1422  1.021
C48 1.2934 5.8051 0.8912  -1.082
C49 -0.0990 5.1871 0.7336  0.409
C50 -0.3746 4.2522 1.9116  -0.433
C51 0.6404 4.5220 2.9284  -1.024
C52 2.7098 3.8458 1.5980  -0.881
H101 3.1930 7.6317 6.4258  0.268
H102 4.6362 8.5155 5.8744  0.410
H103 4.4406 6.9031 5.4630  0.228
H104 4.0561 8.5133 3.5552  0.379
H105 2.8293 9.3029 4.3222  0.450
H106 1.9173 7.9545 2.6592  0.273
H107 1.3665 6.9657 3.9910  0.316
H108 3.1487 5.3407 3.8348  0.378
H109 3.6488 6.2085 2.2897  0.387
H110 2.0828 5.6846 0.1493  0.456
H111 1.2112 6.8757 1.0789  0.430
H112 -0.0485 4.6920 -0.2361  -0.565
H113 -0.7786 6.0305 0.6116  0.591
H114 -0.2195 3.2395 1.5394  -0.277
H115 -1.3159 4.2849 2.4602  0.691
H116 0.9206 3.7148 3.6051  0.493
H117 0.1724 5.3138 3.5134  0.319
H118 2.8576 3.1379 2.4136  -0.049
H119 3.6812 4.2422 1.3024  0.433
H120 2.2518 3.1848 0.8622  0.069
C53 2.1909 7.8832 -7.4843  -1.228
C54 1.1002 6.8554 -7.8067  -0.618
C55 0.9412 5.7663 -6.6764  -0.320
C56 0.0232 6.4070 -5.5639  -1.021
N7 -0.5339 5.3626 -4.5624  0.691
C57 -1.5268 4.2974 -5.1121  -0.953
C58 -2.4302 3.8607 -3.9738  0.720
C59 -2.3423 4.9567 -2.8925  -0.429
C60 -1.4199 6.0350 -3.4962  -0.906
C61 0.6593 4.7800 -3.7485  -1.277
H121 2.1398 8.3990 -6.5255  0.328
H122 2.2780 8.5250 -8.3611  0.384
H123 3.1166 7.3106 -7.5422  0.329
H124 1.5415 6.4482 -8.7164  0.305
H125 0.2349 7.4794 -8.0302  0.360
H126 1.9103 5.5346 -6.2344  0.394
H127 0.4454 4.8732 -7.0567  0.356
H128 -0.7339 7.0544 -6.0062  0.568
H129 0.6869 7.0137 -4.9479  0.319
H130 -0.8824 3.4556 -5.3655  0.499
H131 -2.0169 4.7365 -5.9811  0.473
H132 -2.3745 2.8158 -3.6684  -0.837
H133 -3.5001 3.8077 -4.1754  0.332
H134 -2.0459 4.6955 -1.8766  -0.124
H135 -3.3331 5.4053 -2.8212  0.607
H136 -0.7391 6.5190 -2.7959  0.555
H137 -1.8943 6.8714 -4.0095  0.407
H138 0.3521 3.9282 -3.1417  0.345
H139 1.0350 5.4798 -3.0020  0.267
H140 1.4941 4.4684 -4.3763  0.413
As1 5.9214 2.6927 4.3564  1.844
F1 7.5547 3.4238 4.1853  -0.442
F2 6.0397 1.6361 2.8797  -0.466
F3 4.2320 2.1206 4.5740  -0.138
F4 5.7586 3.7147 5.8478  -0.488
F5 5.1480 4.0575 3.3132  -0.478
F6 6.4903 1.3018 5.3437  -0.508
As2 4.1758 3.3318 -2.4261  1.866
F7 4.5136 1.5601 -2.2159  -0.460
F8 4.8994 3.7184 -0.8548  -0.462
F9 3.8964 5.1154 -2.6601  -0.542
F10 3.3844 3.0500 -3.9520  -0.498
F11 2.6074 3.1422 -1.6250  -0.137
F12 5.8788 3.4564 -3.2052  -0.498
As3 -1.5566 0.6788 5.5368  1.988
F13 -2.6546 -0.3101 4.4758  -0.479
F14 -0.6772 -0.7947 6.1205  -0.519
F15 -0.4379 1.6867 6.6813  -0.573
F16 -2.3427 2.1730 5.0032  -0.455
F17 -2.9381 0.5997 6.7393  -0.504
F18 -0.3576 0.7480 4.2154  -0.319
As4 -0.2694 -5.6678 0.7294  2.018
F19 -0.0934 -6.7370 2.1096  -0.485
F20 -0.4497 -4.2728 1.8609  -0.454
F21 -0.2696 -4.4847 -0.7080  -0.538
F22 0.0233 -7.0780 -0.3618  -0.475
F23 -2.0944 -5.8564 0.6381  -0.485
F24 1.4962 -5.3769 0.8373  -0.473
As5 -3.0008 1.0426 -0.7448  1.992
F25 -1.6510 2.0116 -1.3017  -0.507
F26 -3.3946 0.1477 -2.2279  -0.339
F27 -4.4337 0.1666 -0.1143  -0.460
F28 -2.8111 1.7948 0.9406  -0.541
F29 -4.1665 2.3494 -1.2948  -0.532
F30 -1.9624 -0.3324 -0.3119  -0.364
As6 7.3375 -3.4104 -2.1052  1.973
F31 5.6893 -3.3282 -2.7164  -0.443
F32 6.7600 -4.2993 -0.6295  -0.505
F33 8.9523 -3.3596 -1.2364  -0.521
F34 7.9884 -2.5227 -3.6097  -0.534
F35 6.8764 -1.8911 -1.3166  -0.458
F36 7.6206 -4.9282 -2.9406  -0.488

Atoms 1-3, force components in eV/Å:
C -1.41 -0.72 0.44
C 0.39 0.18 0.23
N -1.07 2.19 -1.25